DFT (ωB97M-V/def2-TZVPD) results for a structure of composition C50H64BrN4O4SSe3Ti at a distorted geometry.

Values from the calculation:
* total charge: -1
* energy: -367079.035 eV
* HOMO: -3.95 eV

The geometry in XYZ format:
```
128
Properties=species:S:1:pos:R:3:mulliken_charge:R:1
Ti 0.8365 0.3215 -1.5234 -1.49
C -1.2532 -6.4348 1.5254 -2.11
C -2.1620 -5.9192 0.4089 1.97
C -2.0490 -6.8800 -0.7845 -1.62
C -3.6071 -5.9213 0.9287 -1.65
C -1.7740 -4.5109 -0.0429 -0.26
C -0.6927 -3.8184 0.4845 -0.50
C -0.3700 -2.5653 0.0013 -0.40
Se 1.0978 -1.5805 0.7243 0.69
C -0.0550 -0.3652 1.7182 0.53
C -0.5302 -0.6721 2.9874 -0.87
C -1.4047 0.1820 3.6401 -0.11
C -1.8378 1.3195 2.9479 -0.55
C -1.3933 1.6679 1.6778 -0.05
C -0.4162 0.8277 1.1051 -0.16
O 0.1793 1.1875 -0.0435 2.13
C -1.9724 2.8443 0.8855 2.34
C -0.8901 3.8765 0.5451 -1.65
C -2.5892 2.2996 -0.4137 -1.27
C -3.0845 3.5688 1.6536 -2.62
C -1.9339 -0.0863 5.0498 1.94
C -1.3592 -1.3717 5.6458 -2.15
C -1.5474 1.0810 5.9692 -1.64
C -3.4633 -0.2196 5.0129 -1.68
C -1.0882 -1.9576 -1.0373 -0.39
O -0.6773 -0.7850 -1.5083 1.45
C -2.2152 -2.6173 -1.5610 0.14
C -2.5081 -3.8762 -1.0393 -0.44
C -3.1567 -2.0601 -2.6411 2.51
C -2.7830 -0.6755 -3.1780 -2.20
C -3.1828 -3.0208 -3.8421 -1.69
C -4.5694 -1.9504 -2.0407 -1.91
H -1.5652 -7.4417 1.8145 0.44
H -0.2104 -6.4848 1.2037 0.39
H -1.3076 -5.7991 2.4130 0.36
H -2.3242 -7.8970 -0.4852 0.46
H -2.7076 -6.5780 -1.6016 0.28
H -1.0263 -6.8955 -1.1679 0.35
H -3.8884 -6.9224 1.2704 0.46
H -3.7157 -5.2274 1.7659 0.33
H -4.3134 -5.6215 0.1515 0.29
H -0.0738 -4.2478 1.2604 0.64
H -0.2083 -1.5988 3.4456 0.46
H -2.5668 1.9540 3.4307 0.52
H -0.0669 3.4374 -0.0185 -0.20
H -1.3293 4.6846 -0.0482 0.47
H -0.4735 4.3209 1.4533 0.34
H -1.8409 1.8342 -1.0531 -0.36
H -3.3587 1.5551 -0.1917 0.34
H -3.0554 3.1178 -0.9711 0.64
H -2.7174 4.0142 2.5822 0.42
H -3.4704 4.3793 1.0305 0.47
H -3.9195 2.9047 1.8909 0.40
H -0.2688 -1.3331 5.7076 0.37
H -1.7488 -1.5128 6.6569 0.45
H -1.6366 -2.2478 5.0547 0.40
H -0.4605 1.1841 6.0244 0.31
H -1.9551 2.0272 5.6075 0.28
H -1.9291 0.9129 6.9810 0.47
H -3.7626 -1.0322 4.3471 0.35
H -3.8501 -0.4327 6.0143 0.48
H -3.9385 0.6973 4.6580 0.29
H -3.3678 -4.3970 -1.4459 0.26
H -1.8008 -0.6702 -3.6470 0.21
H -3.5284 -0.3909 -3.9285 0.55
H -2.7766 0.0820 -2.3936 0.10
H -2.1820 -3.1161 -4.2692 0.17
H -3.5333 -4.0181 -3.5700 0.28
H -3.8527 -2.6297 -4.6145 0.50
H -4.5631 -1.2865 -1.1724 0.31
H -5.2605 -1.5377 -2.7826 0.49
H -4.9565 -2.9203 -1.7210 0.29
Se 3.4859 0.6086 -3.7813 -0.22
Se 3.1525 -3.0920 -1.1473 -0.30
C 1.9276 -2.8107 -2.5381 -0.34
C 1.6120 -3.9253 -3.3553 -0.91
C 0.8722 -3.7809 -4.4971 -0.30
C 0.4439 -2.5008 -4.8600 -0.99
C 0.7464 -1.4642 -4.0157 -0.49
N 1.4316 -1.5945 -2.8585 0.80
C 3.8840 0.3627 -1.9900 -0.10
C 5.2376 0.1689 -1.6010 -0.76
C 5.5921 0.1377 -0.2850 -0.68
C 4.6031 0.3483 0.6922 -0.87
C 3.3137 0.4878 0.2729 -0.49
N 2.9407 0.4102 -1.0266 1.58
H 1.9980 -4.8860 -3.0497 0.47
H 0.6431 -4.6435 -5.1137 0.37
H -0.1106 -2.3098 -5.7698 0.43
H 0.4317 -0.4644 -4.2612 0.62
H 5.9605 0.0507 -2.3944 0.48
H 6.6258 -0.0207 0.0012 0.44
H 4.8402 0.3984 1.7462 0.33
H 2.5168 0.6849 0.9768 -0.02
Br 0.4089 6.4835 -7.4559 -0.22
C 0.4760 5.1774 -6.0759 0.17
C -0.5251 4.2246 -6.0058 -0.85
C -0.4723 3.2741 -4.9989 -0.10
C 0.5657 3.2991 -4.0774 0.13
C 1.5681 4.2586 -4.1650 -0.47
C 1.5266 5.2060 -5.1724 -0.70
C 0.6311 2.2967 -2.9988 0.77
O 1.4332 2.3886 -2.0575 -0.47
O -0.1494 1.2757 -3.0198 -0.35
H -1.3281 4.2242 -6.7298 0.43
H -1.2349 2.5100 -4.9212 0.48
H 2.3776 4.2342 -3.4460 0.55
H 2.3013 5.9548 -5.2610 0.42
C 5.6733 3.8114 0.7061 -0.92
N 5.0421 3.5520 1.9963 0.28
C 5.5788 4.4448 3.0206 -1.05
C 3.6336 3.4991 1.9899 0.17
S 2.7315 4.2562 0.8180 -0.30
N 3.1028 2.7785 3.0102 0.34
C 3.8939 1.9942 3.9401 -1.28
C 1.6738 2.7474 3.2698 -0.50
H 6.7405 3.6019 0.8092 0.31
H 5.5334 4.8469 0.3781 0.33
H 5.2549 3.1515 -0.0488 0.21
H 5.3700 5.4940 2.7723 0.34
H 6.6593 4.3086 3.0792 0.37
H 5.1538 4.2317 3.9994 0.30
H 4.8952 1.8493 3.5512 0.53
H 3.4157 1.0215 4.0762 0.30
H 3.9537 2.4787 4.9216 0.30
H 1.1434 3.1496 2.4164 -0.42
H 1.4326 3.3389 4.1604 0.38
H 1.3540 1.7159 3.4367 0.12
```


DFT (ωB97M-V/def2-TZVPD) results for a structure of composition C50H65FN3OSiSr at a distorted geometry.

Values from the calculation:
* total charge: -1
* energy: -70856.347 eV
* HOMO (alpha / beta): -4.11 / -4.11 eV

The geometry in XYZ format:
```
122
Properties=species:S:1:pos:R:3:mulliken_charge:R:1
Sr -1.1107 -1.3331 1.1842 1.56
C 1.3429 -0.7833 2.3042 -0.27
Si 1.2967 0.4219 3.6981 0.16
C -0.5121 0.6780 4.3285 -1.12
N -1.5173 0.7374 3.2349 0.86
C -2.8370 0.0684 3.4401 -0.65
C -3.8585 1.1270 3.9536 -0.97
C -4.0939 2.2229 2.9148 -0.79
C -2.8517 2.4628 2.0121 -0.12
C -1.5445 2.1331 2.6954 -0.67
C 2.1299 2.0485 3.2070 0.35
C 1.9040 3.3572 3.6462 -0.16
C 2.6195 4.4363 3.1512 -0.71
C 3.6131 4.1849 2.1765 -0.41
C 3.9881 2.8931 1.8673 -0.75
C 3.2386 1.8239 2.3775 -0.46
C 2.0693 -0.1491 5.3401 0.34
C 1.7638 -1.3570 5.9756 0.01
C 2.3686 -1.7368 7.1774 -0.87
C 3.2074 -0.8229 7.8042 -0.24
C 3.5069 0.4042 7.2699 -0.90
C 3.0037 0.6899 6.0062 -0.34
H 1.6838 -1.7993 2.6547 -0.19
H 1.9805 -0.4520 1.4465 0.13
H -0.6141 1.5101 5.0364 0.37
H -0.7155 -0.2348 4.9004 0.59
H -2.7530 -0.7740 4.1650 0.32
H -3.1670 -0.2608 2.4492 0.43
H -3.5550 1.5098 4.9468 0.33
H -4.8602 0.6667 4.0920 0.44
H -4.4079 3.1710 3.4148 0.29
H -4.9284 1.9254 2.2220 0.27
H -2.8270 3.5231 1.7488 0.63
H -2.9814 1.9746 1.0398 -0.46
H -1.4018 2.8198 3.5102 0.40
H -0.7032 2.2564 1.9917 0.07
H 1.1514 3.5573 4.3833 0.39
H 2.4015 5.4756 3.4077 0.38
H 4.0826 5.0602 1.7103 0.33
H 4.8286 2.6717 1.2087 0.40
H 3.4944 0.8082 2.0657 0.39
H 1.0919 -2.0511 5.5271 0.18
H 2.2732 -2.7567 7.5356 0.37
H 3.6706 -1.1305 8.7429 0.31
H 4.1523 1.1459 7.7395 0.38
H 3.3058 1.6179 5.5338 0.28
C -0.2842 -3.9032 -0.7801 -1.11
C 1.0786 -3.5608 -0.1867 3.66
C 1.5340 -4.5251 0.9375 -2.00
C 2.0876 -3.3963 -1.3414 0.03
C 2.9988 -4.4150 -1.6652 -0.63
C 3.9991 -4.1811 -2.6197 -1.22
C 3.9987 -3.0048 -3.3850 -0.31
C 3.0248 -2.0475 -3.2148 -0.16
C 2.8180 -0.9249 -4.2214 2.25
C 3.9666 0.0904 -4.3910 -1.33
C 2.4225 -1.5414 -5.5844 -1.43
C 2.1292 -2.1634 -2.1046 0.00
N 1.1370 -1.2160 -1.7150 0.62
C 1.5141 0.0465 -1.5861 -1.03
C 0.7747 1.2600 -1.4470 2.18
C 1.5978 2.4317 -1.5897 -0.89
C 1.0384 3.6830 -1.6880 -1.01
C -0.3437 3.8651 -1.4918 -1.23
C -1.2088 2.7614 -1.4698 -0.91
C -0.7067 1.4149 -1.4910 0.83
N -1.4711 0.3229 -1.8352 0.46
C -2.5595 0.5214 -2.6343 -0.12
C -2.4942 1.1742 -3.9882 0.42
C -3.7037 1.4483 -4.6581 -0.39
C -4.9127 0.9286 -4.1694 -1.35
C -4.9350 0.1133 -3.0668 -0.55
C -3.7929 -0.0935 -2.2591 -0.01
C -3.8321 -0.9607 -1.0365 3.37
C -5.1829 -1.1192 -0.3104 -2.01
C -3.3729 -2.4082 -1.3875 -1.35
C -1.2004 1.5088 -4.7142 1.64
C -1.0041 3.0170 -5.1045 -1.46
C -1.0719 0.7342 -6.0454 -1.44
H -1.0131 -4.0506 0.0438 0.48
H -0.1685 -4.8555 -1.3187 0.31
H -0.6430 -3.1449 -1.5071 0.11
H 1.0645 -2.5556 0.2490 -1.77
H 1.6814 -5.5429 0.5623 0.58
H 0.7249 -4.4789 1.6777 0.25
H 2.4581 -4.2155 1.4524 0.33
H 2.9423 -5.3341 -1.0928 0.29
H 4.7940 -4.9163 -2.8390 0.29
H 4.7887 -2.8848 -4.1606 0.31
H 1.9360 -0.3729 -3.8690 -1.04
H 4.9543 -0.4381 -4.4692 0.24
H 4.0031 0.7856 -3.5519 0.25
H 3.8748 0.6904 -5.3197 0.38
H 3.2631 -2.0890 -6.0792 0.32
H 2.0696 -0.7786 -6.3321 0.32
H 1.6113 -2.2925 -5.5191 0.34
H 2.6259 0.2797 -1.6274 -0.20
H 2.6675 2.2808 -1.7612 0.18
H 1.6378 4.5422 -1.9341 0.46
H -0.7735 4.8703 -1.4660 0.41
H -2.3038 2.9267 -1.6327 0.39
H -3.6889 2.1106 -5.5370 0.29
H -5.8549 1.1879 -4.6932 0.26
H -5.8344 -0.4126 -2.7857 0.31
H -3.1316 -0.5289 -0.2840 -1.65
H -5.9398 -1.5631 -0.9987 0.49
H -5.5757 -0.1634 0.0544 0.37
H -5.0258 -1.7901 0.5601 0.44
H -4.1218 -2.9668 -2.0044 0.32
H -3.1983 -2.9705 -0.4527 0.40
H -2.3958 -2.3717 -1.9050 0.08
H -0.3935 1.2927 -3.9953 -0.91
H -1.8587 3.3484 -5.7338 0.30
H -0.0777 3.1474 -5.7160 0.40
H -0.9156 3.6459 -4.2180 0.24
H -1.8990 0.9744 -6.7516 0.28
H -0.9987 -0.3431 -5.8714 0.33
H -0.1630 1.0311 -6.5757 0.44
O -0.7323 -2.6485 3.7057 -0.34
H 0.0576 -3.1335 3.9495 0.23
H -1.1363 -2.9993 2.8562 0.19
F -2.2832 -2.8750 1.8981 -1.15
```


DFT (ωB97M-V/def2-TZVPD) results for a cluster of 12 separate species, C50H65N7O5 in total at a distorted geometry.

Values from the calculation:
* total charge: +1
* energy: -73560.519 eV
* <S²>: 0.767
* HOMO (alpha / beta): -10.58 / -10.58 eV
* 2S+1: 2

The geometry in XYZ format:
```
127
Properties=species:S:1:pos:R:3:mulliken_spin:R:1
N 17.4543 -7.0592 -4.6877 0.00
C 17.2799 -6.9525 -3.3681 0.00
C 16.4204 -6.0089 -2.7865 0.00
C 15.9114 -5.0059 -3.6114 0.00
C 16.1343 -5.0483 -4.9737 0.00
C 16.8318 -6.1409 -5.4538 0.00
H 17.9081 -7.5522 -2.7262 0.00
H 16.3627 -5.7962 -1.7292 0.00
H 15.4564 -4.1067 -3.2231 0.00
H 15.7218 -4.2802 -5.6112 0.00
H 16.9610 -6.2160 -6.5234 0.00
N 20.2752 1.7131 -8.0539 0.00
C 21.3918 2.1282 -8.8014 0.00
C 22.6796 1.6548 -8.5601 0.00
C 22.8285 0.7160 -7.5236 0.00
C 21.7257 0.2753 -6.7720 0.00
C 20.5190 0.8835 -6.9991 0.00
H 21.2032 2.7691 -9.6500 0.00
H 23.5644 1.8816 -9.1364 0.00
H 23.7838 0.2643 -7.3005 0.00
H 21.7842 -0.5441 -6.0709 0.00
H 19.6560 0.5112 -6.4670 0.00
N 20.9875 -8.5091 -2.7064 0.00
C 22.0870 -8.9821 -2.1351 0.00
C 22.5114 -10.2952 -2.2200 0.00
C 21.7932 -11.1947 -3.0130 0.00
C 20.6547 -10.7515 -3.6390 0.00
C 20.2828 -9.4168 -3.4749 0.00
H 22.6441 -8.2402 -1.5822 0.00
H 23.4354 -10.5596 -1.7272 0.00
H 22.0480 -12.2315 -3.1757 0.00
H 20.0365 -11.3857 -4.2570 0.00
H 19.3172 -9.1469 -3.8764 0.00
N 18.0734 -5.3899 0.3717 0.00
C 19.1331 -6.1554 0.0516 0.00
C 20.0072 -6.6464 1.0011 0.00
C 19.8218 -6.3749 2.3670 0.00
C 18.7928 -5.5596 2.7122 0.00
C 17.9320 -5.1088 1.6691 0.00
H 19.3085 -6.4587 -0.9700 0.00
H 20.8869 -7.1495 0.6277 0.00
H 20.4818 -6.8163 3.0991 0.00
H 18.6072 -5.3102 3.7466 0.00
H 17.0428 -4.5462 1.9122 0.00
N 17.7304 -1.6967 -6.5967 0.03
C 17.7243 -1.0522 -7.7691 0.01
C 16.7615 -0.1106 -8.0851 0.00
C 15.8080 0.2142 -7.1745 0.00
C 15.7636 -0.4807 -5.9725 0.00
C 16.7337 -1.5114 -5.7124 0.00
H 18.4910 -1.2362 -8.5071 0.00
H 16.8011 0.4546 -9.0045 0.00
H 15.0430 0.9461 -7.3874 0.00
H 14.9638 -0.3560 -5.2575 0.00
H 16.7092 -2.1440 -4.8374 0.00
N 19.1677 -3.8686 -9.6453 -0.08
C 19.5864 -3.7202 -8.3507 0.16
C 20.8384 -3.1324 -7.9960 0.23
C 21.6362 -2.6011 -8.9505 -0.05
C 21.2615 -2.7927 -10.2652 0.25
C 20.0141 -3.4050 -10.5629 0.24
H 18.8790 -4.0347 -7.5976 0.08
H 21.2089 -3.0250 -6.9873 0.03
H 22.5417 -2.0842 -8.6688 0.00
H 21.8218 -2.4478 -11.1217 0.00
H 19.5872 -3.4453 -11.5542 0.00
N 21.2561 -2.4479 -3.0786 0.00
C 21.4293 -3.6384 -2.4152 0.00
C 20.7619 -4.8489 -2.7244 0.00
C 20.0221 -4.8349 -3.8750 0.00
C 19.8844 -3.6634 -4.5712 0.00
C 20.3724 -2.4646 -4.0890 0.01
H 22.0506 -3.6957 -1.5337 0.00
H 20.9525 -5.7563 -2.1706 0.00
H 19.5376 -5.7067 -4.2892 0.00
H 19.2324 -3.6909 -5.4317 -0.01
H 20.2509 -1.5406 -4.6347 0.00
C 26.6519 -5.8740 -2.4761 0.00
C 26.0784 -4.7536 -1.7015 0.00
O 25.9859 -4.8042 -0.4402 0.00
C 25.5680 -3.5547 -2.5298 0.00
H 27.4577 -6.3031 -1.8805 0.00
H 27.0354 -5.4822 -3.4182 0.00
H 25.8609 -6.5883 -2.7048 0.00
H 26.3882 -2.8377 -2.5672 0.00
H 24.7700 -3.0215 -2.0131 0.00
H 25.2352 -3.9270 -3.4987 0.00
C 23.5934 0.0498 -3.5966 0.00
C 23.5798 0.4713 -2.0876 0.00
O 24.5421 0.2746 -1.4055 0.00
C 22.3059 1.1306 -1.5338 0.00
H 23.6234 0.9845 -4.1565 0.00
H 22.6412 -0.4603 -3.7424 0.00
H 24.3464 -0.7011 -3.8357 0.00
H 22.3555 2.2166 -1.6128 0.00
H 22.2913 0.7802 -0.5017 0.00
H 21.4672 0.6576 -2.0444 0.00
C 20.5338 -7.3073 -9.9877 0.01
C 21.1985 -6.8180 -8.7148 0.02
O 22.1517 -6.0534 -8.8483 0.06
C 20.6266 -7.2958 -7.4122 -0.02
H 21.3452 -7.4905 -10.6922 0.00
H 19.7912 -6.6530 -10.4443 0.00
H 20.0093 -8.2326 -9.7494 0.00
H 19.5728 -7.5569 -7.5100 0.00
H 20.7277 -6.5098 -6.6638 0.01
H 21.2199 -8.1264 -7.0297 0.00
C 17.0682 1.4449 -0.6046 0.00
C 17.3946 1.4404 -2.0884 0.00
O 17.0630 2.3561 -2.8192 0.00
C 18.2706 0.3543 -2.6755 0.00
H 17.8649 1.6584 0.1080 0.00
H 16.8448 0.4171 -0.3186 0.00
H 16.2382 2.1395 -0.4750 0.00
H 18.1113 0.3465 -3.7538 0.00
H 18.0750 -0.6099 -2.2063 0.00
H 19.3204 0.5686 -2.4751 0.00
C 18.1989 -0.7274 1.9388 0.00
C 19.4158 -0.9025 1.0086 0.00
O 20.1289 0.0243 0.7145 0.00
C 19.7390 -2.2915 0.4609 0.00
H 17.7904 0.2651 1.7488 0.00
H 18.5920 -0.6550 2.9529 0.00
H 17.4298 -1.4969 1.8719 0.00
H 19.9682 -3.0138 1.2444 0.00
H 20.5426 -2.1826 -0.2675 0.00
H 18.8960 -2.6919 -0.1022 0.00
```